Record 1
The following is a DFT calculation (ωB97M-V/def2-TZVPD) of an isolated molecule of C3H6F2N2 in a non-equilibrium geometry.

Each line ends with the Löwdin charge.
Atoms and positions in Å:
C  -0.976  1.558  0.911  -0.115
N  0.444  1.385  0.636  -0.139
N  0.904  0.420  -0.223  0.036
C  0.247  -0.673  -0.274  -0.116
C  0.734  -1.905  -0.990  -0.366
F  -0.431  -2.509  -1.406  0.011
F  1.512  -1.649  -2.084  0.046
H  -1.582  1.496  0.000  0.080
H  -1.279  0.696  1.557  0.075
H  -1.154  2.528  1.434  0.093
H  0.965  2.241  0.480  0.114
H  -0.654  -0.905  0.351  0.123
H  1.270  -2.682  -0.393  0.158

## Properties
frontier orbital gap	0.369	Eh
E_HOMO	-9.108	eV
ΔE to the lowest compared entry with this formula, charge and spin	32.5	kcal/mol
total energy	-11621.9228	eV
M	108.1	g/mol

***

Record 2
The following is a DFT calculation (ωB97M-V/def2-TZVPD) of an isolated molecule of C3H6F2O in a non-equilibrium geometry.

Each line ends with the Löwdin charge.
Atoms and positions in Å:
C  -0.237  0.093  1.878  -0.124
O  -0.244  -0.488  0.617  -0.172
C  0.251  0.321  -0.407  -0.165
C  -0.009  -0.488  -1.681  -0.338
F  0.781  -1.582  -1.556  0.065
F  0.461  0.269  -2.752  0.017
H  -0.483  -0.657  2.592  0.073
H  -1.049  0.897  1.990  0.109
H  0.708  0.592  2.176  0.097
H  -0.440  1.198  -0.482  0.145
H  1.296  0.593  -0.452  0.135
H  -1.035  -0.748  -1.923  0.158

## Properties
frontier orbital gap	0.419	Eh
E_HOMO	-10.396	eV
ΔE to the lowest compared entry with this formula, charge and spin	14.0	kcal/mol
total energy	-10689.9199	eV
M	96.1	g/mol

***

Record 3
The following is a DFT calculation (ωB97M-V/def2-TZVPD) of a structure of composition C3H6F4N3OP3 in a non-equilibrium geometry.

Each line ends with the Löwdin charge.
Atoms and positions in Å:
C  0.428  1.993  1.608  -0.028
C  0.208  0.732  1.186  -0.274
C  0.572  -1.807  -1.860  -0.117
N  -2.372  2.210  0.384  -0.253
N  -3.925  -0.040  -0.448  -0.386
N  -1.777  -0.983  0.654  -0.497
O  0.433  -0.850  -0.813  -0.431
F  -3.574  0.241  -1.756  -0.150
F  -1.296  -1.807  1.808  -0.141
F  -4.207  0.743  1.855  -0.188
F  -2.509  -1.830  -1.718  -0.313
P  -3.381  1.189  0.553  0.578
P  -3.108  -1.658  -0.176  0.961
P  -0.864  0.130  -0.218  0.914
H  1.043  2.080  2.529  0.071
H  -0.123  2.855  1.407  0.009
H  0.901  -0.029  1.408  0.042
H  0.140  -2.754  -1.548  0.081
H  1.632  -1.863  -1.852  0.083
H  0.109  -1.443  -2.677  0.040

## Properties
frontier orbital gap	0.309	Eh
E_HOMO	-9.127	eV
ΔE to the lowest compared entry with this formula, charge and spin	92.0	kcal/mol
total energy	-48456.0526	eV
M	269.0	g/mol